A cluster of 2 separate species, C7H15O in total at a distorted geometry, computed with wB97M-V/def2-TZVPD.

Summary:
E_HOMO: -2.34 eV
LUMO level: 3.88 eV
relative energy (zero: lowest compared OMol25 entry of this formula, charge and spin): 9.0 kcal per mole

```
! wB97M-V def2-TZVPD RIJCOSX def2/J DEFGRID3
* xyz -1 1
C -2.207 -1.687 -0.716
C -1.226 -1.960 -1.845
C -0.138 -0.910 -1.875
C 1.133 -1.233 -1.656
H -2.769 -0.754 -0.797
H -2.958 -2.486 -0.633
H -1.700 -1.665 0.250
H -1.737 -2.041 -2.810
H -0.781 -2.943 -1.648
H -0.467 0.115 -1.747
H 1.855 -0.481 -1.373
H 1.449 -2.273 -1.587
C 1.711 1.431 0.571
O 0.872 1.406 -0.488
C 0.971 1.144 1.903
C -0.035 2.261 2.169
H 2.191 2.448 0.696
H 2.562 0.716 0.470
H 1.698 1.069 2.732
H 0.447 0.195 1.779
H -0.571 2.406 1.228
H 0.459 3.205 2.419
H -0.757 2.035 2.959
*
```

Table of natural (NBO) atomic charges, one value per atom, all in e: number 1, C, carries -0.597; number 2, C, carries -0.434; number 3, C, carries -0.186; number 4, C, carries -0.403; number 5, H, carries 0.203; number 6, H, carries 0.182; number 7, H, carries 0.212; number 8, H, carries 0.183; number 9, H, carries 0.183; number 10, H, carries 0.250; number 11, H, carries 0.239; number 12, H, carries 0.150; number 13, C, carries -0.011; number 14, O, carries -0.978; number 15, C, carries -0.427; number 16, C, carries -0.622; number 17, H, carries 0.067; number 18, H, carries 0.070; number 19, H, carries 0.153; number 20, H, carries 0.182; number 21, H, carries 0.235; number 22, H, carries 0.178; number 23, H, carries 0.171

***

An isolated molecule of C7H15O2PSi at a distorted geometry, computed with wB97M-V/def2-TZVPD.

Summary:
E_HOMO (alpha / beta): -3.96 / -9.22 eV
LUMO level (alpha / beta): 0.89 / -2.47 eV
<S²>: 2.0120

```
! wB97M-V def2-TZVPD RIJCOSX def2/J DEFGRID3
* xyz 0 3
C 1.950 1.005 -2.157
C 3.181 -1.083 2.789
C 2.335 1.586 -1.045
C 2.189 -0.491 2.070
C -2.015 1.666 -0.050
C -2.504 -1.379 1.118
C -2.154 -0.932 -2.052
O 0.394 -0.391 0.017
O 2.697 0.851 0.081
Si -1.780 -0.232 -0.256
P 2.092 -0.668 0.241
H 1.576 1.776 -2.874
H 1.908 -0.018 -2.357
H 3.116 -1.021 3.840
H 3.817 -1.732 2.269
H 2.570 2.694 -0.937
H 1.522 0.197 2.581
H -1.846 2.074 0.985
H -1.350 2.213 -0.757
H -3.112 1.816 -0.384
H -2.943 -2.102 0.485
H -1.801 -1.705 1.835
H -3.382 -1.063 1.799
H -2.186 -0.085 -2.708
H -1.295 -1.432 -2.547
H -2.979 -1.547 -1.987
*
```

Table of natural (NBO) atomic charges, one value per atom, all in e: number 1, C, carries -0.503; number 2, C, carries -0.366; number 3, C, carries 0.126; number 4, C, carries -0.508; number 5, C, carries -1.124; number 6, C, carries -1.112; number 7, C, carries -1.083; number 8, O, carries -0.943; number 9, O, carries -0.769; number 10, Si, carries 1.527; number 11, P, carries 1.368; number 12, H, carries 0.216; number 13, H, carries 0.214; number 14, H, carries 0.200; number 15, H, carries 0.194; number 16, H, carries 0.204; number 17, H, carries 0.222; number 18, H, carries 0.249; number 19, H, carries 0.244; number 20, H, carries 0.231; number 21, H, carries 0.227; number 22, H, carries 0.245; number 23, H, carries 0.234; number 24, H, carries 0.235; number 25, H, carries 0.248; number 26, H, carries 0.224

***

An isolated molecule of C7H15O3PS2 at a distorted geometry, computed with wB97M-V/def2-TZVPD.

Summary:
E_HOMO: -9.21 eV
LUMO level: 0.29 eV
SMILES string: CCOP(=S)(OCC)S[C@@H](C)C=O
relative energy (zero: lowest compared OMol25 entry of this formula, charge and spin): 0.0 kcal per mole

```
! wB97M-V def2-TZVPD RIJCOSX def2/J DEFGRID3
* xyz 0 1
C -2.378 1.382 2.540
C -2.467 0.438 1.378
O -1.192 0.438 0.731
P -0.968 -0.844 -0.214
S -2.500 -1.989 -0.510
O -0.648 -0.070 -1.600
C -0.890 -0.566 -2.916
C 0.441 -0.826 -3.664
S 0.999 -1.566 0.559
C 1.916 0.155 0.861
C 2.475 0.362 2.329
C 2.909 -0.099 -0.211
O 3.017 0.526 -1.189
H -1.756 1.048 3.249
H -2.048 2.324 2.067
H -3.320 1.430 2.988
H -3.160 0.971 0.692
H -2.635 -0.646 1.740
H -1.482 -1.523 -2.781
H -1.512 0.263 -3.511
H 1.066 0.031 -3.477
H 0.690 -1.894 -3.384
H 0.290 -0.842 -4.713
H 1.217 0.878 0.730
H 3.398 -0.259 2.547
H 1.770 0.305 3.108
H 3.046 1.340 2.466
H 3.722 -0.767 0.187
*
```

Table of natural (NBO) atomic charges, one value per atom, all in e: number 1, C, carries -0.613; number 2, C, carries -0.077; number 3, O, carries -0.836; number 4, P, carries 1.676; number 5, S, carries -0.537; number 6, O, carries -0.843; number 7, C, carries -0.063; number 8, C, carries -0.645; number 9, S, carries -0.119; number 10, C, carries -0.314; number 11, C, carries -0.633; number 12, C, carries 0.416; number 13, O, carries -0.501; number 14, H, carries 0.202; number 15, H, carries 0.209; number 16, H, carries 0.214; number 17, H, carries 0.194; number 18, H, carries 0.211; number 19, H, carries 0.205; number 20, H, carries 0.183; number 21, H, carries 0.236; number 22, H, carries 0.216; number 23, H, carries 0.212; number 24, H, carries 0.232; number 25, H, carries 0.217; number 26, H, carries 0.231; number 27, H, carries 0.230; number 28, H, carries 0.099

***

A structure of composition C7H15O4Yb at a distorted geometry, computed with wB97M-V/def2-TZVPD.

Summary:
E_HOMO (alpha / beta): -8.57 / -8.58 eV
LUMO level (alpha / beta): -5.42 / -5.43 eV

```
! wB97M-V def2-TZVPD RIJCOSX def2/J DEFGRID3
* xyz 1 1
C -0.917 2.581 1.086
O -0.904 1.302 1.726
C 0.369 0.868 2.089
C 0.357 -0.589 2.478
O -0.102 -1.448 1.413
C -1.438 -1.959 1.572
H -1.970 2.905 1.004
H -0.417 3.328 1.733
H 0.756 1.441 2.954
H 1.098 1.020 1.267
H -0.288 -0.763 3.348
H 1.376 -0.915 2.719
H -1.669 -2.562 0.684
H -1.464 -2.608 2.455
H -2.133 -1.118 1.671
O 0.378 -0.166 -1.863
C 1.183 1.005 -2.228
C 0.173 2.125 -1.953
O -0.945 1.474 -2.651
C -1.029 0.255 -2.058
Yb 1.007 -1.914 -0.522
H 1.522 0.792 -3.255
H 2.077 1.059 -1.592
H -0.482 2.538 -0.314
H -1.492 -0.522 -2.677
H -1.498 0.360 -1.062
H 0.756 3.040 -2.147
*
```

Table of natural (NBO) atomic charges, one value per atom, all in e: number 1, C, carries -0.357; number 2, O, carries -0.569; number 3, C, carries -0.083; number 4, C, carries -0.090; number 5, O, carries -0.688; number 6, C, carries -0.262; number 7, H, carries 0.190; number 8, H, carries 0.165; number 9, H, carries 0.196; number 10, H, carries 0.161; number 11, H, carries 0.214; number 12, H, carries 0.194; number 13, H, carries 0.176; number 14, H, carries 0.208; number 15, H, carries 0.239; number 16, O, carries -0.765; number 17, C, carries -0.160; number 18, C, carries -0.254; number 19, O, carries -0.503; number 20, C, carries 0.217; number 21, Yb, carries 1.663; number 22, H, carries 0.177; number 23, H, carries 0.172; number 24, H, carries 0.202; number 25, H, carries 0.175; number 26, H, carries 0.164; number 27, H, carries 0.219

***

An isolated molecule of C7H15PS2 at a distorted geometry, computed with wB97M-V/def2-TZVPD.

Summary:
E_HOMO (alpha / beta): -6.44 / -6.36 eV
LUMO level (alpha / beta): -2.51 / -2.67 eV
relative energy (zero: lowest compared OMol25 entry of this formula, charge and spin): 64.4 kcal per mole

```
! wB97M-V def2-TZVPD RIJCOSX def2/J DEFGRID3
* xyz 0 1
C 0.435 -0.650 0.417
C 1.464 -0.564 -0.656
C -0.767 0.425 0.395
C 2.737 0.102 -0.413
C 1.173 -1.193 -1.932
C -1.300 0.473 1.811
C -0.270 1.805 -0.095
P -2.124 -0.434 -0.674
S -3.505 0.956 -0.999
S -2.804 -1.950 0.805
H 0.039 -1.781 0.379
H 0.877 -0.342 1.487
H 2.896 0.930 -1.170
H 3.486 -0.504 -0.599
H 2.661 0.573 0.570
H 0.965 -2.241 -1.726
H 1.974 -1.206 -2.765
H 0.203 -0.842 -2.353
H -1.139 -0.534 2.156
H -2.340 0.679 1.780
H -0.831 1.177 2.435
H -0.658 2.486 0.549
H -0.463 1.948 -1.139
H 0.755 1.870 0.094
H -3.465 -1.184 1.642
*
```

Table of natural (NBO) atomic charges, one value per atom, all in e: number 1, C, carries -0.592; number 2, C, carries 0.583; number 3, C, carries -0.224; number 4, C, carries -0.730; number 5, C, carries -0.785; number 6, C, carries -0.657; number 7, C, carries -0.628; number 8, P, carries 0.482; number 9, S, carries -0.679; number 10, S, carries -0.392; number 11, H, carries 0.298; number 12, H, carries 0.256; number 13, H, carries 0.282; number 14, H, carries 0.263; number 15, H, carries 0.243; number 16, H, carries 0.292; number 17, H, carries 0.240; number 18, H, carries 0.334; number 19, H, carries 0.222; number 20, H, carries 0.240; number 21, H, carries 0.194; number 22, H, carries 0.229; number 23, H, carries 0.233; number 24, H, carries 0.173; number 25, H, carries 0.121

***

A structure of composition C7H16AlO7P at a distorted geometry, computed with wB97M-V/def2-TZVPD.

Summary:
E_HOMO (alpha / beta): -13.16 / -13.16 eV
LUMO level (alpha / beta): -4.61 / -7.79 eV
<S²>: 0.7601

```
! wB97M-V def2-TZVPD RIJCOSX def2/J DEFGRID3
* xyz 1 2
Al -0.227 4.032 2.103
O -1.262 0.722 5.504
C -0.976 1.499 4.539
O -0.483 0.955 3.573
O -1.195 2.739 4.564
H -0.953 0.010 4.940
C -1.647 -2.710 0.896
C -1.228 -1.211 1.043
O -1.169 -0.462 -0.171
P 0.047 0.587 -0.528
O 0.196 1.612 0.530
O 1.385 -0.355 -0.894
C 1.322 -1.514 -1.629
C 1.996 -2.667 -0.751
O -0.489 1.098 -1.990
C -0.282 2.480 -2.346
C 0.880 2.589 -3.410
H -1.223 -3.208 0.024
H -1.483 -3.241 1.834
H -2.715 -2.793 0.697
H -1.791 -0.658 1.795
H -0.197 -1.155 1.392
H 0.448 -1.897 -2.156
H 2.088 -1.385 -2.394
H 3.074 -2.567 -0.619
H 1.604 -2.864 0.247
H 1.816 -3.527 -1.396
H -1.158 2.917 -2.824
H 0.050 3.109 -1.520
H 0.708 2.021 -4.325
H 1.071 3.585 -3.810
H 1.795 2.259 -2.917
*
```

Table of natural (NBO) atomic charges, one value per atom, all in e: number 1, Al, carries 0.976; number 2, O, carries -0.574; number 3, C, carries 0.903; number 4, O, carries -0.444; number 5, O, carries -0.377; number 6, H, carries 0.504; number 7, C, carries -0.639; number 8, C, carries -0.050; number 9, O, carries -0.811; number 10, P, carries 2.571; number 11, O, carries -1.167; number 12, O, carries -0.781; number 13, C, carries -0.082; number 14, C, carries -0.628; number 15, O, carries -0.783; number 16, C, carries -0.070; number 17, C, carries -0.637; number 18, H, carries 0.228; number 19, H, carries 0.227; number 20, H, carries 0.221; number 21, H, carries 0.179; number 22, H, carries 0.166; number 23, H, carries 0.206; number 24, H, carries 0.191; number 25, H, carries 0.219; number 26, H, carries 0.206; number 27, H, carries 0.213; number 28, H, carries 0.200; number 29, H, carries 0.174; number 30, H, carries 0.226; number 31, H, carries 0.226; number 32, H, carries 0.207